Record 1
Entry from the Open Molecules 2025 dataset: a structure of composition C8H6BiCeCl2N2O3 in a non-equilibrium geometry (wB97M-V/def2-TZVPD).

Results
Multiplicity ... 2
<S²> ... 0.78
Relative energy (zero: lowest compared OMol25 entry of this formula, charge and spin) ... 172.4 kJ/mol
HOMO level (alpha / beta) ... -23.273 / -23.273 eV
Net charge ... +4

Each line ends with the Löwdin charge.
Element x y z (Å)
Bi 3.1354 0.8391 0.1891  1.3720
Ce 0.1851 0.1847 0.2871  0.4445
Cl 1.7763 -1.8786 -0.1895  0.1876
Cl 0.9538 1.6088 2.4514  0.1595
O -1.4675 -1.9000 -2.5622  0.2258
O 3.8990 4.3328 0.2921  0.2605
O 5.2401 0.4580 -2.5585  0.2664
N -2.3288 1.7877 1.7633  0.3028
N -1.5285 -0.3846 1.8730  -0.0956
C -3.1014 0.3667 3.5411  0.1386
C -2.2248 -1.8872 3.6170  0.1192
C 4.4116 0.4968 -1.7383  -0.0813
C -3.0841 -0.8859 4.1374  0.1060
C 3.4987 3.2650 0.2846  -0.0762
C -1.4333 -1.5957 2.5097  0.0256
C -2.3117 0.5963 2.4082  -0.3001
C -1.0131 -1.2201 -1.7612  -0.0009
H -2.1791 -2.8915 4.0679  0.1756
H -0.6983 -2.3045 2.0554  0.1612
H -3.7232 -1.1176 4.9967  0.1725
H -2.8583 2.5353 2.1378  0.1615
H -1.6457 2.0477 1.0463  0.0998
H -3.7360 1.1880 3.8844  0.1751

---

Record 2
Entry from the Open Molecules 2025 dataset: a structure of composition C8H6Br2F3MnNO3S in a non-equilibrium geometry (wB97M-V/def2-TZVPD).

Results
Multiplicity ... 6
<S²> ... 8.75
HOMO level (alpha / beta) ... -15.315 / -15.315 eV
Net charge ... +2

Each line ends with the Löwdin charge.
Element x y z (Å)
Br 1.6571 -0.1823 -3.2397  0.8974
Br 0.7737 3.4992 -2.1326  0.8483
Mn 3.8156 -0.2121 3.8757  1.6812
S -3.2839 0.8893 2.7641  0.9265
F -1.0362 -0.0413 -3.0435  0.0279
F 0.6337 2.1758 -4.4194  0.0132
F -1.2910 2.4482 -3.5131  0.0926
O 2.2974 -1.2725 3.0756  0.0048
O 1.3741 -1.2644 0.9849  0.1384
O 0.4200 -2.3865 2.5072  0.1731
N -1.0854 -0.7534 3.0594  0.0823
C 0.0045 -0.6959 0.9223  -0.1606
C 0.0338 0.6887 -2.6351  -0.8068
C -0.7126 -1.6307 1.9438  -0.1416
C 1.4386 -1.6175 2.2477  -0.5246
C -0.4005 -0.6692 -0.5460  -0.1021
C 0.0023 0.7156 -1.1094  -0.2522
C -0.0271 2.1233 -3.2642  -0.9233
C -2.1015 -0.0766 2.8913  -0.7752
H 0.0211 0.3437 1.2410  0.1562
H -1.5279 -2.2698 1.6303  0.1855
H -0.6947 1.4539 -0.7162  0.1178
H 1.0160 0.9136 -0.7701  0.0833
H 0.1520 -1.4258 -1.0989  0.1169
H -1.4790 -0.7533 -0.6553  0.1412

---

Record 3
Entry from the Open Molecules 2025 dataset: the molecule C8H6BrNO2 in a non-equilibrium geometry (wB97M-V/def2-TZVPD).

Results
Relative energy (zero: lowest compared OMol25 entry of this formula, charge and spin) ... 0.0 kJ/mol
SMILES string ... O=C1c2ccccc2[C@@H](O)N1Br
HOMO level ... -9.246 eV
Net charge ... 0

Each line ends with the Löwdin charge.
Element x y z (Å)
Br 2.2289 -0.9810 -3.2152  0.7691
O -0.6927 -1.9632 -2.2932  0.0658
O 2.6852 0.3418 -0.0392  0.0501
N 1.1549 -0.7291 -1.7544  -0.4361
C -2.1059 -0.1149 1.4617  -0.0666
C -0.6077 -0.5231 -0.3429  -0.0863
C 1.5107 0.5606 -0.6557  -0.2595
C -1.8159 -0.7808 0.2826  0.0037
C 0.2922 0.4021 0.1876  -0.1263
C -1.1972 0.7827 2.0050  -0.0684
C 0.0107 1.0490 1.3752  -0.0119
C -0.1141 -1.1739 -1.5881  -0.5461
H 1.4834 1.4300 -1.3254  0.1547
H -1.4289 1.2836 2.9324  0.1044
H -3.0422 -0.3008 1.9681  0.1058
H 0.7189 1.7409 1.8038  0.1183
H 3.4253 0.4628 -0.6482  0.1064
H -2.5057 -1.4868 -0.1543  0.1228

---

Record 4
Entry from the Open Molecules 2025 dataset: the molecule C8H6ClF2NO in a non-equilibrium geometry (wB97M-V/def2-TZVPD).

Results
HOMO level (alpha / beta) ... -6.744 / -6.451 eV
Net charge ... 0

Each line ends with the Löwdin charge.
Element x y z (Å)
Cl -1.2105 -1.9798 -3.3183  0.5413
F -0.3338 3.1866 0.7457  0.0758
F 0.8000 3.4029 -1.0341  0.1010
O -0.7746 -1.6078 3.4168  0.0138
N -0.7527 -0.4787 1.4296  0.1143
C -0.3296 -0.9861 -2.0580  -0.5887
C -0.1492 -0.6797 2.6270  -0.1561
C 0.3851 1.1103 -0.3205  -0.0815
C 0.2196 2.4594 -0.2652  -0.2593
C -0.3684 -0.0546 0.1595  -0.1894
C -0.8044 -0.9336 -0.8009  -0.1206
C 0.8308 -0.2319 -2.4058  -0.1301
C 1.2206 0.6885 -1.5045  -0.0591
H -0.3687 -1.5854 4.3016  0.1147
H -1.2734 -1.3195 1.4377  0.1255
H 0.7876 -0.2878 3.0875  0.1476
H -1.6913 -1.4017 -0.5053  0.1071
H 1.5610 -0.3977 -3.1820  0.1056
H 2.2521 1.0966 -1.8107  0.1383

---

Record 5
Entry from the Open Molecules 2025 dataset: the molecule C8H6N2O in a non-equilibrium geometry (wB97M-V/def2-TZVPD).

Results
Relative energy (zero: lowest compared OMol25 entry of this formula, charge and spin) ... 298.3 kJ/mol
SMILES string ... c1ccc(-c2ncco2)nc1
HOMO level ... -9.028 eV
Net charge ... 0

Each line ends with the Löwdin charge.
Element x y z (Å)
O 1.7371 0.3683 0.9756  0.0412
N 1.8011 -0.4841 -1.0591  0.1266
N -1.0662 -1.1739 0.1859  0.1231
C -2.5105 1.1562 -0.2349  -0.0822
C 3.0905 0.2926 0.6510  -0.0476
C -2.4545 -1.1712 0.2816  -0.0870
C -0.4688 -0.0554 -0.0564  -0.2425
C -1.1565 1.1814 -0.2518  0.0231
C -3.2287 -0.0015 0.0288  -0.0426
C 3.0434 -0.2494 -0.6489  -0.1791
C 1.0094 -0.0273 -0.0488  -0.2904
H -0.4837 2.0046 -0.5569  0.1333
H -4.4029 0.0804 0.0778  0.1455
H -3.0382 1.8464 -0.4515  0.0034
H 4.0509 -0.5652 -1.0769  0.1247
H 3.8612 0.6700 1.3905  0.1333
H -2.9739 -2.1293 0.6008  0.1172

---

Record 6
Entry from the Open Molecules 2025 dataset: a structure of composition C8H6N2O2 in a non-equilibrium geometry (wB97M-V/def2-TZVPD).

Results
Relative energy (zero: lowest compared OMol25 entry of this formula, charge and spin) ... 467.4 kJ/mol
HOMO level ... -8.803 eV
Net charge ... 0

Each line ends with the Löwdin charge.
Element x y z (Å)
O -2.3830 0.9776 0.0710  0.0611
O 0.1536 2.1354 -0.0491  0.0805
N -2.2415 -1.2232 -0.3249  0.1105
N -3.5465 -0.8181 -0.0056  0.0381
C 2.6966 -0.3109 0.0304  -0.1193
C -1.5551 -0.0607 -0.3285  -0.2226
C 0.4668 -1.5239 -0.0368  0.0148
C -3.6296 0.4181 0.0189  -0.2026
C -0.1146 -0.1742 -0.1404  -0.1042
C 1.8833 -1.4926 -0.0318  -0.1024
C 2.1563 0.9304 -0.2144  0.0101
C 0.6696 0.9096 -0.2149  -0.2593
H 2.4170 -2.5461 0.6784  0.1885
H 3.8024 -0.5558 0.1480  0.1205
H 0.8677 2.7151 0.2056  0.1061
H -4.3208 1.1945 0.4124  0.1509
H -0.1142 -2.3162 0.0325  0.0461
H 2.7921 1.7411 -0.2507  0.0832

---

Record 7
Entry from the Open Molecules 2025 dataset: the molecule C8H6N2O2S in a non-equilibrium geometry (wB97M-V/def2-TZVPD).

Results
Relative energy (zero: lowest compared OMol25 entry of this formula, charge and spin) ... 0.0 kJ/mol
SMILES string ... O=C(O)Sn1cnc2ccccc21
HOMO level ... -8.827 eV
Net charge ... 0

Each line ends with the Löwdin charge.
Element x y z (Å)
S -2.3553 -0.0847 -1.0530  1.1044
O -4.3561 -1.1576 0.3292  0.0508
O -2.7911 -0.0858 1.5045  0.0807
N 0.3929 2.3324 -0.1253  0.1428
N -0.9363 0.5742 -0.5148  -0.3675
C 2.2284 -1.4362 -0.1424  -0.0625
C 0.8440 -1.2655 -0.3376  -0.0141
C 0.3213 0.0430 -0.3344  -0.2107
C 1.1550 1.1850 -0.1184  -0.2135
C -3.2222 -0.4396 0.4623  -0.8079
C 3.0305 -0.2832 0.0475  -0.1055
C 2.5217 0.9631 0.0813  -0.0298
C -0.8151 1.9181 -0.2914  -0.1920
H 3.2901 1.7023 0.2335  0.1118
H -4.6034 -1.6836 1.0974  0.1279
H -1.6870 2.4428 -0.3081  0.0959
H 4.0426 -0.2671 0.1750  0.0726
H 2.8160 -2.2972 -0.1109  0.0782
H 0.1242 -2.1601 -0.5945  0.1384

---

Record 8
Entry from the Open Molecules 2025 dataset: a cluster of 2 separate species, C8H6N2S in total in a non-equilibrium geometry (wB97M-V/def2-TZVPD).

Results
Relative energy (zero: lowest compared OMol25 entry of this formula, charge and spin) ... 230.3 kJ/mol
SMILES string ... c1ccc2sncc2c1.C#N
HOMO level ... -8.411 eV
Net charge ... 0

Each line ends with the Löwdin charge.
Element x y z (Å)
S -2.1675 0.5251 -1.3599  0.9160
N -2.5697 1.7316 0.2737  -0.0478
N 2.4388 1.3554 -1.5161  0.0588
C 0.7297 -1.4561 1.2537  -0.0987
C -0.7676 0.3720 0.8788  -0.2824
C -0.9540 -0.1919 -0.3915  -0.5948
C 2.2008 1.9500 -2.4491  -0.0919
C -0.3577 -1.3364 -0.8377  -0.1319
C -1.6640 1.3994 1.0715  -0.3089
C 0.0305 -0.3149 1.7448  -0.0113
C 0.5648 -1.9348 0.0006  -0.1094
H 1.2494 -2.7809 -0.3804  0.1408
H -0.4908 -1.8183 -1.7967  0.1086
H -1.8243 1.9459 2.0653  0.1566
H 1.9041 2.5492 -3.3032  0.0610
H 0.1597 -0.1178 2.8013  0.1140
H 1.5177 -1.8773 1.9450  0.1214

---

Record 9
Entry from the Open Molecules 2025 dataset: the molecule C8H6N4O2S in a non-equilibrium geometry (wB97M-V/def2-TZVPD).

Results
Relative energy (zero: lowest compared OMol25 entry of this formula, charge and spin) ... 105.6 kJ/mol
SMILES string ... O=C(NO)c1csc(-c2cnccn2)n1
HOMO level ... -8.995 eV
Net charge ... 0

Each line ends with the Löwdin charge.
Element x y z (Å)
S 2.4747 -0.1214 -0.3947  1.1058
O -2.4905 -3.5395 -2.0763  -0.0028
O 0.2739 -3.6543 -2.1539  0.0406
N -1.6204 -2.4808 -1.8086  -0.0031
N -1.2292 2.8531 1.6364  0.0837
N -0.0185 -0.6366 -0.4677  0.0870
N 1.3795 2.0347 1.7652  0.1116
C -0.3403 3.5290 2.3218  -0.1206
C -0.2144 -2.5769 -1.8133  -0.4026
C 0.5791 -1.4929 -1.2387  -0.3646
C 0.9936 3.0581 2.5284  -0.0905
C 0.4283 1.3246 1.0176  -0.2230
C -0.8937 1.6859 1.1037  -0.0845
C 1.9403 -1.3677 -1.3330  -0.3671
C 0.8071 0.1892 0.1299  -0.4456
H 1.6261 3.7033 3.1296  0.1055
H -2.0870 -4.4050 -2.2325  0.1076
H -1.9011 -1.4678 -1.6582  0.1677
H -0.6386 4.4319 2.7697  0.0864
H -1.5902 1.1323 0.5538  0.0973
H 2.5213 -2.1994 -1.7795  0.1112

---

Record 10
Entry from the Open Molecules 2025 dataset: a structure of composition C8H6NO5Sc in a non-equilibrium geometry (wB97M-V/def2-TZVPD).

Results
Relative energy (zero: lowest compared OMol25 entry of this formula, charge and spin) ... 469.9 kJ/mol
HOMO level (alpha / beta) ... -18.042 / -18.043 eV
Net charge ... +2

Each line ends with the Löwdin charge.
Element x y z (Å)
Sc -1.0414 1.0976 -1.2797  0.7270
O 2.1469 0.7453 -1.6064  0.2513
O -0.9751 -2.3904 -1.0840  0.2311
O -1.0926 1.3774 1.8874  0.2591
O -1.0106 3.0216 -6.5112  0.0465
O -4.1461 0.6470 -1.7272  0.2348
N 0.3922 -0.3714 0.3201  0.0802
C 0.9155 -0.9564 1.0648  -0.1593
C -1.0445 -1.2496 -1.1468  -0.0452
C 1.5641 -0.6857 3.3781  -0.0095
C 1.4181 -1.6139 2.1286  -0.1357
C -2.9757 0.7359 -1.4867  -0.0392
C -1.1278 1.2344 0.7487  -0.0212
C -1.0250 2.9979 -5.3723  -0.0095
C 1.0104 0.8488 -1.5116  -0.0605
H -0.9615 0.4439 -3.0133  0.0602
H 2.4096 -2.0230 1.8563  0.1686
H 1.9544 -1.2306 4.2042  0.0904
H 0.5907 -0.3001 3.6255  0.0761
H 2.2211 0.1332 3.1340  0.0914
H 0.7775 -2.4618 2.3915  0.1635

---

Record 11
Entry from the Open Molecules 2025 dataset: the molecule C8H6O3 in a non-equilibrium geometry (wB97M-V/def2-TZVPD).

Results
Relative energy (zero: lowest compared OMol25 entry of this formula, charge and spin) ... 371.6 kJ/mol
SMILES string ... O=c1ccccc2c1OCO2
HOMO level ... -8.001 eV
Net charge ... 0

Each line ends with the Löwdin charge.
Element x y z (Å)
O -0.3035 -0.5412 -2.0591  0.0633
O -1.2757 1.6611 -1.6427  0.1377
O -0.5117 -2.1593 -0.3951  0.0033
C 0.3358 0.3086 2.0462  -0.0599
C 0.7970 1.4679 1.1816  -0.0274
C -0.4852 -0.8832 0.1381  -0.1922
C -0.3734 0.0214 -0.8363  -0.1971
C -0.4731 1.4489 -0.7749  -0.3752
C -0.2658 -0.8118 1.5861  0.0266
C -0.1805 -1.9061 -1.7876  -0.1313
C 0.3798 2.1732 0.0852  0.0197
H -0.9610 -2.4367 -2.4241  0.1545
H 0.5227 0.4742 3.0587  0.0750
H 1.6016 2.0500 1.7928  0.1300
H -0.3328 -1.7296 2.1879  0.1291
H 0.7152 3.1552 -0.1107  0.1088
H 0.8106 -2.2925 -2.0458  0.1349

---

Record 12
Entry from the Open Molecules 2025 dataset: a structure of composition C8H6O6 in a non-equilibrium geometry (wB97M-V/def2-TZVPD).

Results
Multiplicity ... 3
<S²> ... 2.02
Relative energy (zero: lowest compared OMol25 entry of this formula, charge and spin) ... 182.5 kJ/mol
HOMO level (alpha / beta) ... -5.748 / -8.731 eV
Net charge ... 0

Each line ends with the Löwdin charge.
Element x y z (Å)
O -0.1085 0.1287 2.8184  -0.0011
O 2.3722 -0.9176 -2.7556  0.0915
O -1.9640 1.3899 2.1657  0.0483
O -2.1510 0.2652 -2.7024  0.1160
O 0.0464 -0.4544 -2.9208  0.1276
O 2.1866 0.4091 2.6444  0.0149
C -0.6026 -0.0290 0.5864  -0.0519
C -0.9980 -0.1038 -2.0884  -0.2898
C 1.0999 -0.3442 2.1888  -0.3294
C 1.1661 -0.5982 -2.0612  -0.2092
C -0.6000 0.0091 -0.8232  -0.0062
C -1.2997 0.2072 1.9770  -0.3065
C 0.8835 -0.3432 -0.7727  0.0458
C 0.7140 -0.3248 0.7179  0.0105
H -2.0279 -0.6793 2.1116  0.1718
H 2.1882 1.2992 2.1738  0.1387
H 2.1941 -0.7260 -3.6377  0.0599
H -1.9501 0.4556 -3.6304  0.1248
H -2.5310 1.6711 1.4627  0.0968
H 1.3819 -1.3147 2.5458  0.1475

---

no.,E_tot (a.u.)
1,-2252.02871
2,-7584.96196
3,-3087.67728
4,-1098.18218
5,-493.11030
6,-568.30427
7,-966.62140
8,-816.06359
9,-1076.06036
10,-1499.28239
11,-534.03094
12,-759.59633